1.
# C9H17N4O2

A gas-phase ion, C9H17N4O2 (charge +1) at a distorted geometry (ωB97M-V/def2-TZVPD, OMol25).

Properties
Total charge: +1
Largest force on an atom: 5.11 eV Å⁻¹
Energy relative to the best compared isomer or geometry (same formula, charge and spin): 359.54 kJ/mol
HOMO: -13.85 eV

CARTESIAN COORDINATES (ANGSTROEM)
C1 -1.3660 1.2669 -1.1314
C2 1.5707 1.0911 0.8653
C3 1.3783 0.0994 -1.3807
C4 3.0766 0.6232 0.9945
C5 2.7450 -0.4489 -1.1611
C6 -0.7209 0.5985 0.0133
C7 -2.7824 -0.9420 -0.6541
C8 -1.9605 -1.0687 1.5292
C9 -1.5009 -0.8317 0.1844
N1 -2.0087 2.2972 -0.7652
N2 -1.1079 1.4537 1.1059
N3 -1.7563 2.3934 0.6684
N4 0.7414 0.2613 -0.0325
O1 3.5333 0.5266 -0.3367
O2 -0.4659 -1.7362 -0.2666
H1 -1.2365 1.1421 -2.2174
H2 1.2181 1.0274 1.9955
H3 1.4096 2.1838 0.6913
H4 1.3844 1.1724 -1.7083
H5 0.8388 -0.4780 -2.0340
H6 3.7658 1.2460 1.5002
H7 3.0031 -0.3909 1.3741
H8 2.7291 -1.4761 -0.5605
H9 3.4013 -0.4622 -1.9933
H10 -3.4521 -1.7368 -0.4641
H11 -2.6268 -0.9556 -1.7925
H12 -3.3760 -0.0369 -0.4080
H13 -2.9068 -0.6452 1.6859
H14 -2.1119 -2.1738 1.8206
H15 -1.3163 -0.6216 2.2440
H16 0.6107 -0.6964 0.4322
H17 -0.7102 -2.6822 -0.1984

2.
# CF3NO2

CF3NO2 in the gas phase at a distorted geometry (ωB97M-V/def2-TZVPD, OMol25).

Properties
Total charge: 0
Largest force on an atom: 4.32 eV Å⁻¹
Energy relative to the best compared isomer or geometry (same formula, charge and spin): 61.45 kJ/mol
HOMO: -12.10 eV

CARTESIAN COORDINATES (ANGSTROEM)
C1 -0.6525 0.0789 -0.0255
N1 1.0411 -0.0459 -0.0430
O1 1.5891 1.0054 0.1467
O2 1.4284 -1.1727 -0.1522
F1 -1.2534 -0.7122 1.1059
F2 -1.0544 -0.4374 -1.1293
F3 -1.0983 1.2838 0.0973

3.
# C30H30ClN9O5S2Ti

A molecular structure, C30H30ClN9O5S2Ti at a distorted geometry (ωB97M-V/def2-TZVPD, OMol25).

Properties
Expectation value of S²: 2.014
Total charge: -2
Multiplicity: 3
Largest force on an atom: 2.38 eV Å⁻¹
Energy relative to the best compared isomer or geometry (same formula, charge and spin): 117.06 kJ/mol
HOMO (spin up / spin down): -0.37 / -1.52 eV

CARTESIAN COORDINATES (ANGSTROEM)
Ti1 0.0715 0.9182 0.2626
C1 -1.2308 -0.5318 3.8825
C2 -1.4819 -0.1165 2.4653
N1 -0.7206 -0.5336 1.5068
N2 0.1178 -1.5907 1.8755
C3 0.2329 -2.5906 1.0405
S1 -0.5085 -2.9069 -0.4354
S2 1.3976 -3.8688 1.6224
C4 0.9051 -4.0582 3.3663
C5 -0.2675 -4.9970 3.4950
C6 -1.5660 -4.5938 3.1857
C7 -2.6248 -5.4892 3.2591
C8 -2.4109 -6.8060 3.6498
C9 -1.1226 -7.2215 3.9546
C10 -0.0648 -6.3230 3.8734
C11 -2.6706 0.6731 2.1272
C12 -3.7598 0.7402 2.9936
C13 -4.9455 1.3463 2.6187
C14 -5.0526 1.9101 1.3429
C15 -3.9817 1.8837 0.4799
C16 -2.7643 1.2903 0.8642
O1 -1.7295 1.3646 0.0897
H1 -1.7059 -1.4752 4.1407
H2 -0.1590 -0.6427 4.0256
H3 -1.6030 0.2422 4.5535
H4 1.7726 -4.4602 3.8907
H5 0.6917 -3.0504 3.7135
H6 -1.7380 -3.5831 2.8457
H7 -3.6224 -5.1575 2.9911
H8 -3.2387 -7.5026 3.7059
H9 -0.9366 -8.2493 4.2470
H10 0.9437 -6.6571 4.0971
H11 -3.6914 0.2698 3.9686
H12 -5.7801 1.3778 3.3084
H13 -5.9798 2.3789 1.0318
H14 -4.0262 2.3478 -0.4989
N3 2.9117 -0.7054 2.0735
C17 3.0963 -0.4307 0.7863
N4 4.3601 -0.5231 0.3476
C18 4.4827 -0.4659 -0.9746
N5 5.7813 -0.5141 -1.4615
N6 3.5104 -0.4239 -1.8619
C19 2.2743 -0.2489 -1.3351
N7 2.0215 -0.1230 0.0146
C20 1.1645 -0.1720 -2.2090
C21 1.2744 -0.5026 -3.5803
C22 0.1703 -0.4595 -4.3758
C23 -1.0780 -0.0765 -3.8056
C24 -1.1186 0.2487 -2.4823
N8 -0.0421 0.2318 -1.6668
H15 1.9865 -0.5872 2.4501
H16 3.7029 -0.5710 2.6735
H17 6.4551 -0.1545 -0.8046
H18 5.8594 -0.1520 -2.3965
H19 2.2475 -0.7975 -3.9467
H20 0.2353 -0.7273 -5.4249
H21 -1.9840 -0.0489 -4.3978
H22 -2.0456 0.5402 -2.0145
C25 1.9712 2.8820 -2.1823
C26 1.0207 3.5691 -1.2514
C27 0.6913 4.9046 -1.3221
C28 -0.1835 5.1685 -0.2334
C29 -0.3316 3.9835 0.4492
C30 -1.1445 3.8424 1.7068
N9 0.3901 2.9699 -0.1729
H23 2.5092 3.6470 -2.7474
H24 1.4704 2.2348 -2.9039
H25 2.7117 2.2856 -1.6440
H26 1.0533 5.6031 -2.0677
H27 -0.6334 6.1168 0.0419
H28 -0.7716 4.5321 2.4655
H29 -1.0892 2.8526 2.1399
H30 -2.1974 4.0699 1.5226
O2 2.8336 1.7620 3.6386
Cl1 2.0876 2.3750 2.5588
O3 2.9055 2.4707 1.3864
O4 1.6041 3.6625 2.9679
O5 0.9076 1.4859 2.2622

4.
# C5H11O2

2 unconnected molecules or ions with the total composition C5H11O2 at a distorted geometry (ωB97M-V/def2-TZVPD, OMol25).

Properties
Expectation value of S²: 0.751
Total charge: -2
Multiplicity: 2
Largest force on an atom: 1.13 eV Å⁻¹
Energy relative to the best compared isomer or geometry (same formula, charge and spin): 257.10 kJ/mol
HOMO (spin up / spin down): 4.12 / -0.52 eV

CARTESIAN COORDINATES (ANGSTROEM)
C1 0.7034 1.4847 0.9493
O1 -0.3196 0.9022 1.5857
C2 0.7044 1.4375 -0.6180
C3 1.1155 0.0777 -1.1910
C4 -0.0472 -0.8244 -1.5343
C5 0.0869 -2.0849 -1.9160
H1 1.7158 1.0732 1.1736
H2 0.7236 2.5751 1.1938
H3 -0.2588 1.6686 -1.0653
H4 1.3414 2.2990 -0.8672
H5 1.7603 -0.4675 -0.4851
H6 1.8226 0.1525 -2.0323
H7 -1.0118 -0.3299 -1.6027
H8 1.0457 -2.5915 -1.8399
H9 -0.6807 -2.7659 -2.2694
H10 -1.4721 -0.0678 2.0588
H11 -1.6150 -1.4388 1.6045
O2 -2.0568 -0.8733 2.2532

5.
# C15H25IrN3OS4Sb

A molecular structure, C15H25IrN3OS4Sb at a distorted geometry (ωB97M-V/def2-TZVPD, OMol25).

Properties
Expectation value of S²: 0.759
Total charge: +1
Multiplicity: 2
Largest force on an atom: 1.60 eV Å⁻¹
Energy relative to the best compared isomer or geometry (same formula, charge and spin): 86.58 kJ/mol
HOMO (spin up / spin down): -10.19 / -10.18 eV

CARTESIAN COORDINATES (ANGSTROEM)
Ir1 0.2457 1.5739 -0.7782
S1 4.6695 2.2642 -0.0165
Sb1 3.0685 3.1932 -1.2725
S2 1.6858 1.5140 -2.4703
S3 0.9043 3.5064 -0.0481
S4 3.4742 4.9963 -2.5269
C1 -3.9039 -1.6030 0.3736
N1 -2.4826 -1.1942 0.1937
C2 -2.0197 -0.3833 1.3537
C3 -2.2352 -0.5243 -1.1592
C4 -2.6525 0.9104 -1.1788
C5 -3.9886 1.1895 -1.4614
C6 -4.4639 2.4880 -1.4606
C7 -3.5815 3.5242 -1.1884
C8 -2.2437 3.2591 -0.9481
C9 -1.7465 1.9538 -0.9324
H1 -4.0088 -2.0982 1.3354
H2 -4.1877 -2.2782 -0.4286
H3 -4.5220 -0.7072 0.3502
H4 -1.9144 -2.0415 0.1791
H5 -2.6494 0.5004 1.4303
H6 -0.9903 -0.0978 1.1841
H7 -2.1066 -0.9890 2.2527
H8 -2.7932 -1.1213 -1.8795
H9 -1.1745 -0.6597 -1.3443
H10 -4.6588 0.3762 -1.7233
H11 -5.5011 2.6903 -1.6903
H12 -3.9290 4.5488 -1.1884
H13 -1.5708 4.0877 -0.7829
C10 1.7977 0.7912 2.0697
N2 2.3004 -0.4161 1.4289
C11 3.5670 -0.8902 2.0018
C12 4.2800 -1.8195 1.0542
C13 3.2824 -2.8594 0.5877
N3 2.1488 -2.1877 -0.0580
C14 1.6964 -2.7360 -1.3292
C15 1.7075 -0.9992 0.3782
O1 0.7358 -0.4564 -0.2656
H14 1.8599 0.6579 3.1502
H15 0.7613 0.9736 1.8062
H16 2.3968 1.6544 1.7740
H17 3.3580 -1.3956 2.9492
H18 4.1682 -0.0070 2.2193
H19 5.1182 -2.2907 1.5648
H20 4.6698 -1.2656 0.1971
H21 2.9369 -3.4718 1.4240
H22 3.7223 -3.5285 -0.1487
H23 2.5473 -2.8618 -1.9993
H24 0.9915 -2.0597 -1.7991
H25 1.2305 -3.7109 -1.1790

6.
# C6H19NP2

A gas-phase ion, C6H19NP2 (charge +2) at a distorted geometry (ωB97M-V/def2-TZVPD, OMol25).

Properties
Total charge: +2
Largest force on an atom: 4.21 eV Å⁻¹
Energy relative to the best compared isomer or geometry (same formula, charge and spin): 0.00 kJ/mol
HOMO: -18.49 eV

CARTESIAN COORDINATES (ANGSTROEM)
C1 -2.7315 1.2362 -1.0920
C2 -1.6162 -1.4606 -0.8063
C3 -2.2623 0.1528 1.6753
C4 2.0116 -1.0702 -1.3399
C5 1.8427 -0.7322 1.5926
C6 2.8410 1.4160 0.0832
N1 -0.1838 0.8366 -0.1940
P1 -1.7091 0.1938 -0.0675
P2 1.6376 0.1794 -0.0481
H1 -3.4470 1.9764 -0.6604
H2 -3.5096 0.5641 -1.4749
H3 -2.2092 1.5577 -1.9614
H4 -1.0382 -2.2574 -0.1713
H5 -1.2523 -1.4364 -1.8289
H6 -2.7214 -1.8037 -0.9365
H7 -3.0587 0.9021 1.9200
H8 -1.4087 0.4356 2.4488
H9 -2.5894 -0.9203 1.7894
H10 2.5186 -1.8724 -0.6901
H11 2.7791 -0.6258 -2.0312
H12 1.1416 -1.5404 -1.7506
H13 2.6342 -1.3796 1.4507
H14 0.9797 -1.3057 1.7218
H15 2.0228 0.0025 2.2721
H16 2.8989 2.0260 0.9008
H17 2.8809 2.1752 -0.7557
H18 3.7735 0.9225 0.0853
H19 -0.2248 1.8280 -0.1313

7.
# C32H31Br3N6O2

A molecular structure, C32H31Br3N6O2 at a distorted geometry (ωB97M-V/def2-TZVPD, OMol25).

Properties
Total charge: 0
Largest force on an atom: 3.60 eV Å⁻¹
Energy relative to the best compared isomer or geometry (same formula, charge and spin): 0.00 kJ/mol
HOMO: -9.50 eV

CARTESIAN COORDINATES (ANGSTROEM)
C1 -17.6535 -11.6410 6.6456
Br1 -16.4732 -13.1842 6.8883
Br2 -19.4964 -12.3135 6.3943
Br3 -17.0493 -10.5468 5.1793
H1 -17.4628 -11.1167 7.5820
C2 -22.6528 -11.2526 12.2489
C3 -23.5117 -12.0651 11.5150
C4 -24.8872 -12.0339 11.8470
C5 -25.3051 -11.1648 12.8380
C6 -24.4227 -10.2695 13.4450
C7 -23.0384 -10.2544 13.1449
N1 -26.7511 -11.0786 13.1893
O1 -27.0780 -10.4879 14.2373
O2 -27.5855 -11.7507 12.5784
H2 -21.6181 -11.1896 11.9459
H3 -23.1807 -12.6579 10.6752
H4 -25.5256 -12.6981 11.2834
H5 -24.7615 -9.5098 14.1338
H6 -22.4441 -9.4764 13.6009
N2 -20.3055 -10.3510 16.0047
C8 -19.3705 -9.8879 16.8831
C9 -19.6230 -9.6794 18.2378
C10 -20.9241 -9.8741 18.6508
C11 -21.8832 -10.4240 17.8219
C12 -21.5403 -10.6681 16.5081
H7 -18.3862 -9.7619 16.4570
H8 -18.8231 -9.3668 18.8927
H9 -21.1765 -9.7033 19.6869
H10 -22.8769 -10.7350 18.1087
H11 -22.3699 -11.0548 15.9349
N3 -18.8779 -7.5034 8.0828
C13 -18.5687 -8.3395 9.0995
C14 -17.3325 -8.3469 9.6445
C15 -16.3706 -7.4409 9.2217
C16 -16.6444 -6.6178 8.1285
C17 -17.9338 -6.6296 7.5711
H12 -19.3799 -8.9279 9.5020
H13 -17.2154 -8.9391 10.5400
H14 -15.4143 -7.3279 9.7107
H15 -15.8462 -6.0165 7.7189
H16 -18.0346 -6.1473 6.6101
N4 -17.3013 -14.0294 17.0245
C18 -17.4836 -15.0275 17.9225
C19 -18.6998 -15.6213 18.3222
C20 -19.8679 -14.8838 17.9968
C21 -19.7237 -13.8127 17.0523
C22 -18.4895 -13.4368 16.5833
H17 -16.5249 -15.3861 18.2670
H18 -18.7273 -16.5757 18.8269
H19 -20.8609 -15.0945 18.3655
H20 -20.5681 -13.2694 16.6546
H21 -18.4376 -12.6053 15.8960
N5 -21.1064 -17.3008 9.8176
C23 -21.4946 -16.2059 9.0411
C24 -22.3432 -15.1838 9.4855
C25 -22.8637 -15.3655 10.7973
C26 -22.5560 -16.4766 11.4973
C27 -21.6721 -17.3952 10.9667
H22 -21.0469 -16.1821 8.0585
H23 -22.5304 -14.2672 8.9459
H24 -23.5930 -14.6742 11.1929
H25 -22.8218 -16.4986 12.5439
H26 -21.1830 -18.0364 11.6851
N6 -18.3303 -11.2745 11.9017
C28 -17.9741 -11.8923 10.7700
C29 -18.5708 -13.1222 10.4741
C30 -19.4393 -13.6877 11.3632
C31 -19.8283 -13.0318 12.5291
C32 -19.1555 -11.8891 12.8495
H27 -17.1717 -11.4022 10.2386
H28 -18.1667 -13.5330 9.5607
H29 -19.9812 -14.5771 11.0773
H30 -20.7127 -13.2799 13.0972
H31 -19.4913 -11.4051 13.7546

8.
# C3H4FeO2

A molecular structure, C3H4FeO2 at a distorted geometry (ωB97M-V/def2-TZVPD, OMol25).

Properties
Expectation value of S²: 6.059
Total charge: 0
Multiplicity: 5
Largest force on an atom: 1.31 eV Å⁻¹
Energy relative to the best compared isomer or geometry (same formula, charge and spin): 243.97 kJ/mol
HOMO (spin up / spin down): -6.77 / -6.67 eV

CARTESIAN COORDINATES (ANGSTROEM)
C1 0.2691 -2.1340 -0.0613
O1 0.9105 1.1425 -0.7381
C2 -0.2975 1.1806 -0.0548
C3 -0.6828 0.0991 0.6346
O2 0.2130 -0.8663 0.9480
Fe1 1.9033 -0.8391 -0.3538
H1 1.0740 1.9508 -1.2311
H2 -0.9174 2.0606 -0.2166
H3 -1.7301 -0.0071 0.9384
H4 -0.7422 -2.5871 0.1347